A 2-piece molecular cluster, C3H9ClNO2P overall, computed with the ωB97M-V functional and the def2-TZVPD basis.

```
17
Properties=species:S:1:pos:R:3:mulliken_charge:R:1
O 0.48 -1.32 -0.64 -0.21
N -1.01 0.42 0.26 0.18
C -0.64 1.43 -0.68 -1.03
O -0.06 -1.51 1.80 -0.64
H -0.84 2.32 -0.27 0.43
H -2.92 0.58 0.72 0.42
C 1.74 -1.80 -1.00 -0.71
C -2.02 0.73 1.26 -1.08
Cl 3.50 0.77 0.43 0.00
H 2.41 -1.89 -0.18 0.40
H 2.14 -0.96 -1.56 0.25
P 0.24 -0.60 0.74 0.44
H -0.96 1.31 -1.67 0.32
H 0.38 1.46 -0.98 0.30
H 1.62 -2.63 -1.66 0.24
H -2.04 1.75 1.52 0.29
H -2.03 -0.07 1.91 0.39
```

Values from the calculation:
2S+1 = 3
orbital gap (spin up / spin down) = 8.66 / 4.97 eV
lowest unoccupied orbital energy (spin up / spin down) = 0.830 / -4.327 eV